#P
A cluster of 2 separate species, C3H9NS in total, computed with ωB97M-V/def2-TZVPD.

ORCA input file:
```
! RIJCOSX wB97M-V def2-TZVPD def2/J DEFGRID3
* xyz 0 1
H -1.236 0.276 -1.982
H 1.381 0.982 0.650
H -0.314 1.717 0.836
C -0.287 -0.346 0.127
N -0.174 -1.138 1.354
H -1.282 -0.201 -0.207
H 0.677 -3.054 0.696
H 0.311 -0.724 -0.764
C 0.303 1.058 0.208
C -0.170 -2.634 1.252
H -0.283 -3.093 2.215
S 0.210 1.698 -1.437
H 0.607 -0.754 1.892
H -1.075 -2.816 0.655
*
```

Results
Orbital gap: 7.63 eV
LUMO energy: -1.095 eV

Now the Mulliken charges, all in e: number 1, H, carries 0.13; number 2, H, carries 0.35; number 3, H, carries 0.31; number 4, C, carries -0.88; number 5, N, carries -0.32; number 6, H, carries 0.25; number 7, H, carries 0.29; number 8, H, carries 0.39; number 9, C, carries -0.30; number 10, C, carries -0.81; number 11, H, carries 0.31; number 12, S, carries -0.24; number 13, H, carries 0.25; number 14, H, carries 0.28

=====

#Q
A cluster of 2 separate species, C3H9NS in total, computed with ωB97M-V/def2-TZVPD.

ORCA input file:
```
! RIJCOSX wB97M-V def2-TZVPD def2/J DEFGRID3
* xyz 0 1
H 1.608 0.452 -1.237
H -0.187 1.242 -0.073
H 2.380 0.671 0.308
H 0.275 -0.907 1.887
H -1.942 1.763 -0.432
C 0.161 0.194 0.111
C -0.910 -0.585 -0.822
H -0.906 -1.693 -0.842
C 1.644 0.023 -0.215
H 2.014 -0.980 -0.352
H -0.919 0.230 1.841
N 0.074 0.064 1.631
S -2.515 -0.246 0.054
H -0.777 -0.229 -1.859
*
```

Results
Orbital gap: 7.70 eV
LUMO energy: -1.554 eV

Now the Mulliken charges, all in e: number 1, H, carries 0.32; number 2, H, carries 0.05; number 3, H, carries 0.32; number 4, H, carries 0.24; number 5, H, carries 0.15; number 6, C, carries 0.34; number 7, C, carries -0.65; number 8, H, carries 0.36; number 9, C, carries -1.25; number 10, H, carries 0.34; number 11, H, carries 0.27; number 12, N, carries -0.60; number 13, S, carries -0.20; number 14, H, carries 0.29

=====

Which of them is most stable, and which least? Most stable: #P; least stable: #Q.

=====

#P
The molecule C3H9NS, computed with ωB97M-V/def2-TZVPD.

ORCA input file:
```
! RIJCOSX wB97M-V def2-TZVPD def2/J DEFGRID3
* xyz 0 1
H 0.565 1.126 3.024
H -0.749 -2.507 -1.369
S 1.278 0.559 0.807
C 0.154 1.282 2.028
H -0.467 1.498 -0.584
C 0.193 0.633 -0.651
N -0.700 -0.502 -0.846
H 0.828 0.749 -1.537
H -1.505 -0.342 -1.395
H 0.037 2.359 1.922
C -0.026 -1.731 -1.088
H 0.622 -1.712 -1.992
H 0.534 -2.122 -0.243
H -0.766 0.710 1.926
*
```

Results
Structure (SMILES): CNCSC
Orbital gap: 9.70 eV
LUMO energy: 1.065 eV

Now the Mulliken charges, all in e: number 1, H, carries 0.33; number 2, H, carries 0.34; number 3, S, carries -0.07; number 4, C, carries -0.84; number 5, H, carries 0.41; number 6, C, carries -0.67; number 7, N, carries -0.28; number 8, H, carries 0.34; number 9, H, carries 0.23; number 10, H, carries 0.27; number 11, C, carries -0.90; number 12, H, carries 0.30; number 13, H, carries 0.27; number 14, H, carries 0.27

=====

#Q
A cluster of 2 separate species, C3H9NS in total, computed with ωB97M-V/def2-TZVPD.

ORCA input file:
```
! RIJCOSX wB97M-V def2-TZVPD def2/J DEFGRID3
* xyz 0 1
H 2.172 2.459 -0.670
H -2.236 -0.694 -0.015
S 0.134 -0.872 0.254
C -1.577 -1.021 0.784
H -1.793 -0.368 1.648
H 0.839 -1.839 -1.848
C -0.082 -1.379 -1.482
H -0.160 -0.552 -2.203
H 0.471 1.933 1.667
H -0.970 -1.999 -1.541
H 2.335 1.472 0.890
N 0.741 2.595 0.948
H -1.662 -1.998 1.241
C 1.788 2.261 0.328
*
```

Results
Structure (SMILES): C=N.CSC
Orbital gap: 9.39 eV
LUMO energy: 0.888 eV

Now the Mulliken charges, all in e: number 1, H, carries 0.26; number 2, H, carries 0.30; number 3, S, carries -0.04; number 4, C, carries -0.89; number 5, H, carries 0.31; number 6, H, carries 0.30; number 7, C, carries -0.85; number 8, H, carries 0.27; number 9, H, carries 0.29; number 10, H, carries 0.31; number 11, H, carries 0.21; number 12, N, carries -0.53; number 13, H, carries 0.30; number 14, C, carries -0.24

=====

Which of them is most stable, and which least? Most stable: #P; least stable: #Q.

=====

#P
The molecule C3H9NS, computed with ωB97M-V/def2-TZVPD.

ORCA input file:
```
! RIJCOSX wB97M-V def2-TZVPD def2/J DEFGRID3
* xyz 0 1
H -2.333 -0.889 -1.143
C 0.128 -0.087 0.805
S 1.197 1.259 0.811
H 0.771 -0.890 0.944
H 1.170 -1.559 -1.004
H -0.757 -0.216 1.506
H -0.400 -2.378 -1.205
N -1.973 -0.551 -0.313
H 0.317 2.181 0.334
C 0.156 -1.400 -1.418
H -0.376 0.643 -1.125
H 0.198 -1.265 -2.588
H -2.220 -1.318 0.356
C -0.568 -0.279 -0.529
*
```

Results
Structure (SMILES): C[C@@H](N)CS
Orbital gap: 10.04 eV
LUMO energy: 1.079 eV

Now the Mulliken charges, all in e: number 1, H, carries 0.26; number 2, C, carries -0.65; number 3, S, carries -0.21; number 4, H, carries 0.33; number 5, H, carries 0.29; number 6, H, carries 0.28; number 7, H, carries 0.28; number 8, N, carries -0.77; number 9, H, carries 0.12; number 10, C, carries -1.14; number 11, H, carries 0.17; number 12, H, carries 0.29; number 13, H, carries 0.25; number 14, C, carries 0.50

=====

#Q
A cluster of 2 separate species, C3H9NS in total, computed with ωB97M-V/def2-TZVPD.

ORCA input file:
```
! RIJCOSX wB97M-V def2-TZVPD def2/J DEFGRID3
* xyz 0 1
H 1.149 0.817 -3.863
H 3.471 0.721 -0.725
H -2.302 -1.005 3.285
N -3.792 -2.331 3.670
H 2.230 2.088 -3.199
H 2.399 -0.537 0.047
C 2.515 0.496 -0.272
H -3.809 -0.606 2.407
C 1.785 1.108 -3.025
C -3.311 -1.344 3.042
H -4.743 -2.455 3.306
H 2.278 1.074 0.619
S 1.080 0.900 -1.396
H 2.601 0.401 -3.201
*
```

Results
Structure (SMILES): C=N.CSC
Orbital gap: 9.29 eV
LUMO energy: 0.785 eV

Now the Mulliken charges, all in e: number 1, H, carries 0.32; number 2, H, carries 0.29; number 3, H, carries 0.23; number 4, N, carries -0.47; number 5, H, carries 0.29; number 6, H, carries 0.25; number 7, C, carries -0.74; number 8, H, carries 0.21; number 9, C, carries -0.87; number 10, C, carries -0.22; number 11, H, carries 0.25; number 12, H, carries 0.25; number 13, S, carries -0.08; number 14, H, carries 0.28

=====

Which of them is most stable, and which least? Most stable: #P; least stable: #Q.

=====

#P
A structure of composition C3H9NS, computed with ωB97M-V/def2-TZVPD.

ORCA input file:
```
! RIJCOSX wB97M-V def2-TZVPD def2/J DEFGRID3
* xyz 0 1
H -0.964 -0.143 1.534
N 0.727 -1.487 -0.220
S -2.896 -0.098 -0.139
H -1.266 -1.691 0.438
H 0.433 2.323 0.418
C -0.020 -0.252 -0.327
H 1.767 -1.429 -0.682
H 1.104 -1.445 0.756
H -2.574 1.615 -0.689
H 1.588 1.289 -1.157
H 0.068 -0.220 -1.559
C -1.241 -0.481 0.486
H 2.208 0.897 1.113
C 1.066 1.120 0.028
*
```

Results
Orbital gap: 9.09 eV
LUMO energy: -0.088 eV

Now the Mulliken charges, all in e: number 1, H, carries 0.30; number 2, N, carries -0.75; number 3, S, carries -0.21; number 4, H, carries 0.32; number 5, H, carries 0.22; number 6, C, carries 0.27; number 7, H, carries 0.31; number 8, H, carries 0.24; number 9, H, carries 0.11; number 10, H, carries 0.24; number 11, H, carries 0.27; number 12, C, carries -0.82; number 13, H, carries 0.21; number 14, C, carries -0.71

=====

#Q
A cluster of 2 separate species, C3H9NS in total, computed with ωB97M-V/def2-TZVPD.

ORCA input file:
```
! RIJCOSX wB97M-V def2-TZVPD def2/J DEFGRID3
* xyz 0 1
H 1.064 -2.330 -0.439
H 2.169 -0.315 1.076
C 1.433 -0.339 0.283
H -0.981 1.323 -0.917
C 0.456 0.562 0.402
H -2.736 1.667 2.017
N -0.764 0.532 -0.320
H 0.640 1.440 1.011
H -0.808 -0.319 -0.867
H 2.529 -1.622 -1.045
H 0.969 -1.123 -1.704
C 1.496 -1.386 -0.784
H -2.093 0.633 0.382
S -3.373 1.278 0.905
*
```

Results
Structure (SMILES): C/C=C\N.S
Orbital gap: 9.22 eV
LUMO energy: 0.709 eV

Now the Mulliken charges, all in e: number 1, H, carries 0.28; number 2, H, carries 0.34; number 3, C, carries -0.03; number 4, H, carries 0.34; number 5, C, carries -0.35; number 6, H, carries 0.10; number 7, N, carries -0.55; number 8, H, carries 0.35; number 9, H, carries 0.25; number 10, H, carries 0.33; number 11, H, carries 0.34; number 12, C, carries -1.17; number 13, H, carries 0.26; number 14, S, carries -0.48

=====

#R
A cluster of 2 separate species, C3H9NS in total, computed with ωB97M-V/def2-TZVPD.

ORCA input file:
```
! RIJCOSX wB97M-V def2-TZVPD def2/J DEFGRID3
* xyz 0 1
H -0.232 1.706 2.796
S 0.343 -0.468 -3.642
H -0.821 1.454 0.598
H 0.953 -1.054 0.424
C 0.040 -0.474 0.308
H -1.022 -2.053 -0.582
H 0.519 -1.513 -2.815
N -0.040 0.798 2.394
H 0.955 1.423 0.639
C -1.006 -1.005 -0.316
H 0.817 0.475 2.835
C 0.043 0.879 0.932
H -1.858 -0.386 -0.563
H 1.309 0.218 -3.007
*
```

Results
Structure (SMILES): C=CCN.S
Orbital gap: 10.22 eV
LUMO energy: 0.933 eV

Now the Mulliken charges, all in e: number 1, H, carries 0.22; number 2, S, carries -0.29; number 3, H, carries 0.34; number 4, H, carries 0.28; number 5, C, carries 0.14; number 6, H, carries 0.35; number 7, H, carries 0.14; number 8, N, carries -0.59; number 9, H, carries 0.22; number 10, C, carries -0.92; number 11, H, carries 0.21; number 12, C, carries -0.41; number 13, H, carries 0.19; number 14, H, carries 0.15

=====

Which of them is most stable, and which least? Most stable: #R; least stable: #P.

=====

#P
The ion C3H7N2O with charge +1, computed with ωB97M-V/def2-TZVPD.

ORCA input file:
```
! RIJCOSX wB97M-V def2-TZVPD def2/J DEFGRID3
* xyz 1 1
C -0.041 0.996 0.218
H 0.241 -1.627 1.296
H -0.118 -0.458 -1.437
C 1.490 1.182 -0.070
H 0.293 -2.391 -0.302
H -0.392 0.807 1.327
N 2.301 0.216 -0.085
N -0.476 -0.363 -0.415
O 2.191 -0.985 -0.011
H -1.430 -0.417 -0.273
H -0.706 1.653 -0.342
C 0.243 -1.482 0.169
H 1.675 2.232 -0.212
*
```

Results
Orbital gap (spin up / spin down): 9.05 / 8.72 eV
LUMO energy (spin up / spin down): -4.919 / -5.037 eV

Now the Mulliken charges, all in e: number 1, C, carries -0.37; number 2, H, carries 0.26; number 3, H, carries 0.42; number 4, C, carries -0.05; number 5, H, carries 0.35; number 6, H, carries 0.33; number 7, N, carries -0.02; number 8, N, carries -0.20; number 9, O, carries -0.30; number 10, H, carries 0.31; number 11, H, carries 0.35; number 12, C, carries -0.46; number 13, H, carries 0.37

=====

#Q
The ion C3H7N2O with charge +1, computed with ωB97M-V/def2-TZVPD.

ORCA input file:
```
! RIJCOSX wB97M-V def2-TZVPD def2/J DEFGRID3
* xyz 1 1
N -0.868 -0.205 -0.492
C -0.314 1.024 0.210
H -1.902 -0.203 -0.651
H -0.781 -1.608 1.211
O 2.025 -0.903 0.042
H -1.075 1.792 -0.031
H 1.681 2.197 0.002
N 2.031 0.292 0.029
H -0.558 -0.319 -1.575
H -0.408 0.755 1.376
H -0.435 -2.521 -0.221
C 1.195 1.210 -0.082
C -0.592 -1.511 0.184
*
```

Results
Orbital gap (spin up / spin down): 9.10 / 9.36 eV
LUMO energy (spin up / spin down): -5.104 / -4.934 eV

Now the Mulliken charges, all in e: number 1, N, carries -0.26; number 2, C, carries -0.20; number 3, H, carries 0.41; number 4, H, carries 0.35; number 5, O, carries -0.35; number 6, H, carries 0.36; number 7, H, carries 0.35; number 8, N, carries 0.24; number 9, H, carries 0.44; number 10, H, carries 0.28; number 11, H, carries 0.32; number 12, C, carries -0.29; number 13, C, carries -0.65

=====

Which of them is most stable, and which least? Most stable: #P; least stable: #Q.

=====

#P
A cluster of 2 separate species, C3H7N2O in total, computed with ωB97M-V/def2-TZVPD.

ORCA input file:
```
! RIJCOSX wB97M-V def2-TZVPD def2/J DEFGRID3
* xyz 1 1
C 0.735 -1.012 -0.572
H 0.745 0.527 2.205
H 1.151 -1.502 -1.413
N -0.544 -1.205 -0.028
C -0.670 -0.491 1.083
H -1.382 2.624 -1.246
N 0.541 0.148 1.293
H 2.386 0.337 0.109
C 1.389 -0.098 0.275
H -1.148 -1.900 -0.449
O -1.087 1.698 -1.082
H -1.486 -0.641 1.707
H -0.630 1.516 -1.880
*
```

Results
Orbital gap: 10.98 eV
LUMO energy: -3.444 eV

Now the Mulliken charges, all in e: number 1, C, carries -0.40; number 2, H, carries 0.26; number 3, H, carries 0.41; number 4, N, carries 0.05; number 5, C, carries -0.28; number 6, H, carries 0.32; number 7, N, carries -0.04; number 8, H, carries 0.39; number 9, C, carries -0.06; number 10, H, carries 0.24; number 11, O, carries -0.61; number 12, H, carries 0.41; number 13, H, carries 0.31

=====

#Q
The ion C3H7N2O with charge +1, computed with ωB97M-V/def2-TZVPD.

ORCA input file:
```
! RIJCOSX wB97M-V def2-TZVPD def2/J DEFGRID3
* xyz 1 1
H -0.373 -0.132 -2.201
H 0.560 2.450 1.974
C 0.350 0.112 -0.232
H 1.021 -1.522 1.542
N 0.424 1.383 0.221
C 0.152 -0.731 1.455
N -0.749 -0.077 -1.185
H -1.468 -0.859 -1.061
H -1.173 0.874 -1.038
O 0.410 0.410 2.266
H 1.204 -0.451 -0.491
C 0.536 1.528 1.482
H -0.875 -1.232 1.781
*
```

Results
Structure (SMILES): [NH3+][C@@H]1COC=N1
Orbital gap: 10.46 eV
LUMO energy: -3.925 eV

Now the Mulliken charges, all in e: number 1, H, carries 0.39; number 2, H, carries 0.45; number 3, C, carries -0.08; number 4, H, carries 0.27; number 5, N, carries -0.63; number 6, C, carries -0.40; number 7, N, carries -0.31; number 8, H, carries 0.37; number 9, H, carries 0.44; number 10, O, carries -0.30; number 11, H, carries 0.37; number 12, C, carries 0.12; number 13, H, carries 0.30

=====

#R
The ion C3H7N2O with charge +1, computed with ωB97M-V/def2-TZVPD.

ORCA input file:
```
! RIJCOSX wB97M-V def2-TZVPD def2/J DEFGRID3
* xyz 1 1
H 1.359 -1.217 0.955
H 1.539 0.473 1.523
N -0.450 -0.123 1.500
C 0.754 0.370 -0.512
H 1.491 -0.410 -1.076
H -1.536 -0.737 2.981
H 1.010 1.458 -0.440
H -2.130 0.210 -2.136
C -0.574 0.195 -1.045
C 0.860 -0.151 0.932
H -0.597 0.631 -2.993
O -0.623 -0.996 2.441
N -1.101 0.297 -2.130
*
```

Results
Orbital gap (spin up / spin down): 6.42 / 9.66 eV
LUMO energy (spin up / spin down): -6.074 / -4.345 eV

Now the Mulliken charges, all in e: number 1, H, carries 0.34; number 2, H, carries 0.33; number 3, N, carries -0.16; number 4, C, carries -0.20; number 5, H, carries 0.32; number 6, H, carries 0.42; number 7, H, carries 0.31; number 8, H, carries 0.33; number 9, C, carries -0.04; number 10, C, carries -0.51; number 11, H, carries 0.31; number 12, O, carries -0.32; number 13, N, carries -0.13

=====

Which of them is most stable, and which least? Most stable: #P; least stable: #R.